{"formula": "H2N3", "method": "ωB97M-V/def2-TZVPD", "orbital_gap_ev": 10.95, "largest_force_ev_per_a": 5.9, "total_energy_ha": -165.02946, "homo_ev": -18.35, "total_charge": 1, "symbols": ["N", "N", "N", "H", "H"], "positions_angstrom": [[-0.78, -2.61, 0.52], [-0.36, -1.57, 0.37], [0.02, -0.40, 0.21], [-1.09, 0.30, -0.43], [0.56, -0.01, 0.99]]}

=====

{"formula": "C3H11N2O", "method": "ωB97M-V/def2-TZVPD", "orbital_gap_ev": 11.63, "largest_force_ev_per_a": 1.9, "total_energy_ha": -305.41514, "homo_ev": -15.05, "total_charge": 1, "symbols": ["C", "C", "N", "C", "N", "H", "H", "H", "H", "H", "H", "H", "H", "H", "H", "H", "O"], "positions_angstrom": [[2.07, 0.41, -1.41], [0.67, 1.03, -1.32], [-1.53, 0.46, 1.61], [-1.16, 0.75, 0.37], [0.06, 0.61, -0.04], [2.88, 1.01, -1.02], [2.15, -0.63, -1.09], [2.34, 0.37, -2.46], [0.84, 2.10, -1.34], [0.10, 0.55, -2.11], [-0.90, -0.10, 2.15], [-2.36, 0.94, 1.95], [-1.78, 1.31, -0.31], [0.76, 0.25, 0.60], [-0.71, -3.00, 1.28], [0.01, -2.95, -0.16], [-0.11, -2.53, 0.70]]}

=====

{"formula": "C17H19NO7S", "method": "ωB97M-V/def2-TZVPD", "orbital_gap_ev": 8.64, "largest_force_ev_per_a": 1.2, "smiles": "CCOc1ccc(S(=O)(=O)Nc2cc(OC)c(OC)cc2C(=O)O)cc1", "total_energy_ha": -1638.81603, "homo_ev": -8.22, "symbols": ["C", "C", "O", "C", "C", "C", "C", "S", "O", "O", "N", "C", "C", "C", "O", "C", "C", "O", "C", "C", "C", "C", "O", "O", "C", "C", "H", "H", "H", "H", "H", "H", "H", "H", "H", "H", "H", "H", "H", "H", "H", "H", "H", "H", "H"], "positions_angstrom": [[4.44, -0.10, 1.29], [4.38, 1.41, 1.53], [3.52, 2.07, 0.61], [2.18, 1.96, 0.75], [1.52, 1.37, 1.82], [0.14, 1.32, 1.82], [-0.58, 1.85, 0.78], [-2.34, 1.57, 0.67], [-2.78, 0.88, 1.85], [-3.05, 2.75, 0.27], [-2.40, 0.52, -0.65], [-1.46, -0.49, -0.71], [-1.25, -1.26, 0.42], [-0.29, -2.26, 0.47], [-0.03, -2.98, 1.59], [-0.81, -2.76, 2.74], [0.47, -2.54, -0.70], [1.45, -3.48, -0.82], [1.45, -4.62, 0.01], [0.24, -1.78, -1.83], [-0.69, -0.74, -1.86], [-0.83, 0.09, -3.06], [-1.58, 1.04, -3.18], [-0.03, -0.28, -4.07], [0.06, 2.46, -0.29], [1.43, 2.53, -0.30], [4.76, -0.30, 0.28], [3.46, -0.55, 1.43], [5.14, -0.55, 1.98], [4.10, 1.64, 2.56], [5.36, 1.85, 1.34], [2.06, 0.94, 2.65], [-0.40, 0.86, 2.64], [-2.51, 1.03, -1.53], [-1.85, -1.04, 1.28], [-0.70, -1.73, 3.11], [-0.43, -3.45, 3.49], [-1.87, -2.96, 2.55], [2.16, -5.31, -0.46], [0.46, -5.09, 0.05], [1.78, -4.39, 1.02], [0.82, -2.00, -2.71], [-0.18, 0.31, -4.83], [-0.53, 2.88, -1.09], [1.97, 3.00, -1.11]]}